Molecular formula: C3H8N2OP2
Method: DFT, ωB97M-V with the def2-TZVPD basis set

Output
SMILES   [H]/N=P/N=P\OCCC
Energy relative to the best compared isomer or geometry (same formula, charge and spin)   0.364 eV
E_LUMO   -0.41 eV
Energy   -26845.0976 eV
Strongest force on any atom   3.636 eV/A
Kohn-Sham gap   8.49 eV

XYZ file:
```
16
Properties=species:S:1:pos:R:3:forces:R:3
C 1.346080 1.139120 0.322438 -2.19 1.93 1.64
C 1.757957 -0.310690 0.636294 1.78 1.49 -0.81
C 1.273027 -1.270188 -0.465413 1.42 -0.16 3.18
N -2.369689 -0.420719 0.420874 0.97 -1.74 0.67
N -4.046330 0.600310 -1.197152 0.51 -0.67 -0.14
O -0.079516 -1.139493 -0.377747 -3.59 -0.07 -0.55
P -3.162106 0.944191 0.030311 0.08 0.63 -0.16
P -1.294736 -1.510962 0.653592 0.01 1.24 -0.90
H 0.430653 1.557209 0.950267 1.58 -1.24 -0.97
H 2.143463 1.842822 0.657046 -0.45 -0.42 -0.83
H 0.959366 1.323734 -0.700845 0.86 -0.19 0.36
H 1.354649 -0.610018 1.608938 0.11 -0.25 -0.24
H 2.875157 -0.198859 0.738376 -0.94 -0.95 -0.16
H 1.599763 -1.128509 -1.455717 0.39 0.82 -1.19
H 1.604723 -2.248165 -0.186305 0.12 -1.05 0.14
H -4.392455 1.430210 -1.634963 -0.65 0.62 -0.06
```
Forces are in eV/Å.